Entry 1:
The following is a DFT calculation (ωB97M-V/def2-TZVPD) of a molecular structure, C9H21BrCaCl2FMg2N3O2P.

```
43
Properties=species:S:1:pos:R:3:forces:R:3
C -0.64555 0.77276 -2.43770 -0.1013 0.2569 -0.6778
C -1.83047 0.01852 -1.88076 0.9683 -0.2315 1.1397
C -1.49116 -1.01207 -0.71747 -0.1489 0.2689 -1.6228
N -0.05447 -1.30279 -0.59486 -0.2990 0.3729 0.5363
P 0.74755 -0.22487 0.50895 1.8123 0.7385 1.5843
C 2.55451 -0.26599 -0.18747 -1.1248 -0.2712 -0.7730
N 2.97159 -1.61210 -0.37054 -0.1291 0.0209 -0.5356
C 2.87517 -2.07013 -1.76246 0.0715 -0.2616 -0.1194
H 0.00376 1.14988 -1.66939 0.0856 0.1368 0.2541
H -0.10902 0.23529 -3.19571 0.4663 -0.3946 0.2275
H -1.05294 1.64352 -2.93054 -0.0393 0.2381 0.0701
H -2.28832 -0.52815 -2.72568 0.3258 4.7344 0.7479
H -2.55136 0.72445 -1.49087 -0.3745 -0.1439 -0.2165
H -1.98440 -1.99274 -0.92472 0.2211 0.0597 1.1815
H -1.94554 -0.67244 0.20557 -0.3143 0.0691 0.1380
H 0.03674 -2.20448 -0.13916 -0.0289 -0.2339 -0.0299
H 0.25616 1.09995 0.33895 -0.2481 -0.0961 -0.7470
H 3.21437 0.16622 0.61575 0.2643 -0.2554 -0.2892
H 2.67467 0.32079 -1.09461 0.2186 0.0950 -0.2229
H 2.41978 -2.23561 0.19957 0.2226 -0.1080 0.3734
H 3.71123 -1.73377 -2.35777 0.3096 0.2118 -0.0019
H 1.95824 -1.77664 -2.26368 -0.2479 0.2049 -0.0183
H 2.90182 -3.15034 -1.75705 0.1160 -0.3045 0.0057
C -3.91342 3.00143 -0.27180 -0.1487 0.0781 0.0073
C -2.48630 2.78908 -0.76691 -0.5579 0.2397 0.0715
O -1.64640 2.53631 0.13629 0.5527 -0.4461 0.1729
O -2.32565 2.84644 -1.99229 -0.0210 0.3795 -0.0570
H -4.00891 2.89353 0.80350 -0.1580 -0.3392 0.0015
H -4.32304 3.96852 -0.56409 -0.1081 -0.1610 -0.3172
H -4.54927 2.10041 -0.84405 0.8743 1.4868 0.7190
Mg 2.80204 1.54686 1.71375 -0.1347 1.2511 2.8835
C 2.57302 -0.73102 5.32715 0.1693 -0.2577 -0.4696
C 2.21347 -0.43191 6.69971 -0.0304 0.0546 0.1112
N 1.92711 -0.20082 7.78546 -0.0302 -0.0024 0.0029
H 3.46092 -0.18204 5.02347 0.0209 0.1143 0.1496
H 2.77193 -1.79427 5.19713 -0.0407 -0.0432 0.1506
H 1.76615 -0.45518 4.64640 -0.0898 0.0691 0.0904
F -0.56372 -1.07720 -4.33436 -1.1857 -0.0702 0.6444
Ca -2.42279 -2.11866 -2.89042 0.6722 -4.1773 -3.0106
Cl -0.33717 -2.89734 -5.11084 -0.5186 -1.0058 0.2284
Cl 3.21681 2.54124 4.09920 -0.4266 -1.0173 -2.5142
Mg -1.05640 -0.26656 2.63759 -0.6669 0.0059 0.4118
Br -5.47076 0.58195 -0.66327 -0.1981 -1.2662 -0.2807
```
Positions in Å, forces in eV/Å.

Results
* LUMO: -7.280 eV
* orbital gap: 0.073 Ha
* relative energy (zero: lowest compared OMol25 entry of this formula, charge and spin): 0.0000 eV
* net charge: +1
* E_tot: -5683.0229 Eh



Entry 2:
The following is a DFT calculation (ωB97M-V/def2-TZVPD) of 4 unconnected molecules or ions with the total composition C9H21BrN3O3.

```
37
Properties=species:S:1:pos:R:3:forces:R:3
Br -0.27556 0.77812 -0.43699 0.1824 0.0964 -0.1917
C 0.11296 0.66147 3.53541 1.1453 0.3979 -1.3169
C 1.18186 -0.36553 3.13591 0.2504 -3.8397 8.2109
O 1.57194 -1.19224 4.08269 -1.0943 2.4763 -2.2961
N 1.65823 -0.53388 1.97207 1.6259 -2.0498 -0.7978
C 2.53062 -1.53060 1.39326 1.7866 0.6282 0.7291
H 0.34631 1.64999 3.16221 -0.2869 0.1478 -0.7948
H -0.08442 0.85180 4.55555 0.9909 -0.6088 1.6000
H -0.84949 0.32096 3.25865 -0.9837 -0.2331 -1.2821
H 1.26204 -0.02099 1.33151 -2.6809 3.8194 -4.6359
H 2.77919 -2.17649 2.21628 -0.0234 -0.7469 0.1541
H 3.50743 -0.91395 1.27313 -1.3313 -1.5065 -0.8926
H 2.12133 -2.13177 0.49878 0.6140 1.4967 1.3480
C -0.85069 -2.87289 0.70125 -1.5728 -1.8182 -0.6695
C -2.31677 -2.49332 1.09014 2.5671 2.7237 -3.3714
O -3.01241 -3.30454 1.57241 -2.5226 -2.2894 2.0090
N -2.70841 -1.19872 0.76420 -5.1789 -3.9084 2.6973
C -3.94429 -0.68025 1.43246 3.2789 -2.0649 1.9106
H -0.33821 -2.32793 1.41360 1.6849 0.8185 1.7715
H -0.40924 -2.49233 -0.26806 -0.9858 -0.8047 0.7893
H -0.81746 -4.01918 0.97076 0.3742 2.3277 -1.0092
H -2.04178 -0.61077 0.49442 3.3137 3.3733 -1.4421
H -4.38322 0.17137 1.16413 -0.9238 3.6226 -2.2756
H -3.83406 -0.53487 2.49455 1.4788 0.6944 0.9339
H -4.74227 -1.28674 1.67320 -1.6235 -2.7440 -1.3128
C 2.14394 3.33433 -2.45756 0.7386 -3.1788 -3.4491
C 1.68347 2.72825 -3.83707 -2.2404 1.1440 1.9401
O 1.94611 3.21260 -4.88871 1.5797 0.9085 -2.7773
N 0.67290 1.80276 -3.73265 2.4672 1.0284 4.9329
C 0.09049 1.05349 -4.73921 -0.8151 -2.6900 -0.4551
H 2.54832 2.48518 -2.01640 1.0370 -1.3152 1.5480
H 1.34028 3.58236 -1.94297 -4.1393 0.7246 2.3953
H 2.75351 4.15018 -2.34071 1.9748 1.7919 -0.9779
H 0.57314 1.43458 -2.73185 -0.2233 0.5607 -1.7698
H 0.02170 0.00506 -4.20157 -0.1945 1.5136 -1.9112
H 0.70704 1.03703 -5.68904 -0.8077 -0.0437 1.1030
H -0.94454 1.42745 -4.90379 0.5380 -0.4524 -0.4442
```
Positions in Å, forces in eV/Å.

Results
* LUMO: 3.106 eV
* orbital gap: 0.323 Ha
* relative energy (zero: lowest compared OMol25 entry of this formula, charge and spin): 0.5764 eV
* net charge: -1
* E_tot: -3319.5588 Eh



Entry 3:
The following is a DFT calculation (ωB97M-V/def2-TZVPD) of a molecular structure, C9H21BrN3O8S2.

```
44
Properties=species:S:1:pos:R:3:forces:R:3
C 1.75701 1.60505 -0.79948 -0.6516 0.3883 -0.3262
C 0.74723 1.99738 0.33122 1.0549 0.5149 -0.3363
C 1.14153 1.53024 1.76496 -1.3180 0.2856 -0.6966
C -0.10299 1.70369 2.71336 0.4183 -0.6136 0.0504
S 1.61544 -0.23126 1.90888 1.0970 -3.3002 3.5150
O 0.50165 -1.15394 1.51531 1.1854 2.0506 -0.7525
O 1.88765 -0.43099 3.37307 -0.5331 1.3250 -2.3866
N 3.06839 -0.46595 1.08407 -2.0173 -1.4115 -0.0855
S 3.47039 -2.09261 0.98878 3.8582 -0.0251 2.3269
O 3.31937 -2.85496 2.24926 -0.8862 1.1728 -2.2008
O 4.91333 -2.13758 0.56864 -2.7415 0.5810 -0.3811
C 2.58388 -2.94624 -0.42374 -1.0335 0.5224 0.5936
Br 1.30275 -4.22447 0.41525 0.3403 0.3254 -0.7443
C 1.87924 -1.91339 -1.32192 0.2101 -0.1929 -0.8963
C 1.45133 -2.46700 -2.73146 -0.6853 0.5701 0.7400
H 1.40598 0.67398 -1.28119 0.5243 0.4078 0.3309
H 2.79885 1.50774 -0.45027 -0.5877 -0.1628 -0.0662
H 1.74719 2.38666 -1.59197 -0.0775 -0.3919 0.4274
H -0.28120 1.71452 0.05017 0.5528 -0.1892 0.3301
H 0.74177 3.11290 0.36322 -0.1367 -0.6297 0.2271
H 1.96371 2.15432 2.15357 -0.0460 -0.6546 -0.2822
H -0.79542 2.47248 2.32065 0.5555 -0.2259 0.2589
H -0.67092 0.75143 2.77893 0.3393 0.5319 -0.1271
H 0.26118 1.92557 3.73032 -0.3723 0.0454 -0.4261
H 3.32432 -3.56364 -0.95982 -0.2579 0.4532 0.4556
H 2.58294 -1.06788 -1.47790 -0.2036 -0.6409 0.2394
H 0.97657 -1.47499 -0.85586 0.6960 -0.4020 0.1991
H 1.57886 -1.64511 -3.46479 0.1127 -0.6855 0.1566
H 1.96665 -3.39489 -3.03155 -0.1012 0.5293 0.0376
H 0.35736 -2.65709 -2.68246 0.6764 -0.2256 -0.2061
C -3.85252 3.34533 -1.53729 -0.1965 0.0450 -0.2621
N -2.81203 2.53664 -0.85555 -0.0956 -0.0390 -0.0883
O -2.44245 1.52339 -1.40349 0.1234 -0.1631 -0.1042
O -2.40486 2.94988 0.20656 -0.0735 0.1162 0.1898
H -4.11764 2.85534 -2.46833 0.0588 -0.0489 0.0744
H -4.70939 3.40258 -0.87129 0.0868 0.0636 0.0373
H -3.43169 4.33028 -1.72248 -0.0340 -0.0023 0.1279
C -2.78920 -1.32977 0.45136 0.3157 -0.1806 0.0624
N -4.15417 -1.48455 -0.11615 0.3550 -0.0776 0.1431
O -4.55090 -2.60707 -0.33741 -0.2140 -0.1049 -0.1032
O -4.78502 -0.46816 -0.32155 -0.2332 0.1927 -0.0653
H -2.34658 -2.31143 0.58163 -0.0617 0.0286 -0.0215
H -2.20908 -0.73489 -0.24987 -0.0489 0.1086 0.1288
H -2.88850 -0.82155 1.40661 0.0458 0.1093 -0.0937
```
Positions in Å, forces in eV/Å.

Results
* LUMO: 1.901 eV
* orbital gap: 0.274 Ha
* net charge: -1
* E_tot: -4491.9248 Eh